Entry 1:
{
  "formula": "C38H53F27N4O20",
  "method": "ωB97M-V/def2-TZVPD",
  "elements": ["C", "C", "O", "C", "O", "C", "F", "F", "F", "H", "H", "H", "H", "H", "C", "C", "O", "C", "O", "C", "F", "F", "F", "H", "H", "H", "H", "H", "C", "C", "O", "C", "O", "C", "F", "F", "F", "H", "H", "H", "H", "H", "C", "C", "O", "C", "O", "C", "F", "F", "F", "H", "H", "H", "H", "H", "C", "C", "O", "C", "O", "C", "F", "F", "F", "H", "H", "H", "H", "H", "C", "C", "O", "C", "O", "C", "F", "F", "F", "H", "H", "H", "H", "H", "C", "C", "O", "C", "O", "C", "F", "F", "F", "H", "H", "H", "H", "H", "C", "C", "O", "C", "O", "C", "F", "F", "F", "H", "H", "H", "H", "H", "C", "C", "O", "C", "O", "C", "F", "F", "F", "H", "H", "H", "H", "H", "N", "C", "N", "O", "H", "H", "H", "H", "N", "C", "N", "O", "H", "H", "H", "H"],
  "xyz": [[-1.59414, 1.78203, -4.32490], [-0.46692, 1.00042, -4.93824], [-0.96109, -0.25972, -5.36521], [-0.17806, -0.99265, -6.21060], [0.70226, -0.46507, -6.93988], [-0.41795, -2.55471, -6.11629], [-1.25387, -2.94998, -5.09160], [-0.94009, -2.91463, -7.27997], [0.74163, -3.11355, -5.87650], [-1.07332, 2.63661, -3.89300], [-2.19545, 1.33858, -3.53125], [-2.19401, 2.16975, -5.14826], [0.38746, 0.89101, -4.27028], [-0.15017, 1.68114, -5.72842], [-3.49521, 2.08196, 4.67207], [-4.55541, 3.23262, 4.70714], [-4.67794, 3.85648, 3.40662], [-3.89411, 4.88114, 3.09204], [-2.81788, 5.22123, 3.66455], [-4.43384, 5.63753, 1.81968], [-4.60964, 6.90748, 2.14735], [-3.49223, 5.59102, 0.88625], [-5.54139, 5.10251, 1.29920], [-2.47042, 2.40251, 4.85959], [-3.58418, 1.47707, 3.76968], [-3.75495, 1.46458, 5.53199], [-4.42402, 3.90394, 5.55577], [-5.53010, 2.76233, 4.83712], [1.50959, 5.10176, 2.70301], [1.91615, 3.64382, 3.01893], [2.96676, 3.81091, 4.02650], [2.87366, 3.23477, 5.26928], [1.82772, 2.66737, 5.71682], [4.08338, 3.37772, 6.18711], [3.71159, 3.27074, 7.45346], [4.93503, 2.41256, 5.85028], [4.81038, 4.50431, 6.03930], [0.89550, 5.12556, 1.80277], [2.32820, 5.75094, 2.39229], [1.07376, 5.39059, 3.65942], [2.46295, 3.23058, 2.17138], [1.14198, 2.90896, 3.23971], [-4.88380, -0.70446, 1.46517], [-4.87969, -1.81602, 2.49753], [-4.25314, -1.37245, 3.65593], [-4.55398, -2.14245, 4.72254], [-5.30716, -3.12915, 4.72264], [-3.75480, -1.75180, 5.95645], [-3.48105, -2.88071, 6.64408], [-2.61589, -1.11865, 5.58960], [-4.53090, -0.91409, 6.65951], [-4.90770, -1.15211, 0.47163], [-3.95602, -0.13772, 1.38694], [-5.64779, 0.04140, 1.68452], [-4.36755, -2.69632, 2.10909], [-5.94391, -2.02950, 2.59732], [-0.49686, -0.26650, 3.01246], [-0.37042, -1.52804, 2.18540], [-0.28621, -1.17965, 0.83935], [-0.50675, -2.11179, -0.21908], [-0.85679, -3.22229, 0.10878], [-0.29872, -1.63510, -1.63065], [-1.40949, -1.95245, -2.31643], [-0.08003, -0.35402, -1.70666], [0.70837, -2.34843, -2.22130], [0.32956, 0.37285, 2.70205], [-0.38465, -0.38909, 4.08971], [-1.41605, 0.28346, 2.81060], [-1.24039, -2.16677, 2.33794], [0.48625, -2.07071, 2.58507], [2.50554, 1.06631, -0.23976], [3.80136, 2.05912, -0.36791], [5.02605, 1.38709, -0.61411], [5.39998, 1.08352, -1.89125], [4.56906, 1.06259, -2.81780], [6.90556, 0.73519, -2.13818], [7.09631, -0.56806, -2.48914], [7.30562, 1.44373, -3.20468], [7.67967, 1.03499, -1.10706], [2.48812, 0.64074, 0.76358], [2.65097, 0.30593, -1.00707], [1.64366, 1.72441, -0.35007], [3.92302, 2.63571, 0.54906], [3.51746, 2.70072, -1.20209], [2.90922, -4.43063, -3.89753], [3.97681, -4.51688, -2.87257], [5.18584, -4.01379, -3.36813], [6.04826, -4.56778, -4.33043], [5.73300, -5.47151, -5.13766], [7.39572, -3.87381, -4.32290], [7.30310, -2.75537, -3.67052], [8.25638, -4.77919, -3.83754], [7.73367, -3.58775, -5.58496], [2.68461, -5.25367, -4.57595], [3.01924, -3.61289, -4.60977], [1.94835, -4.31177, -3.39683], [3.97747, -5.57546, -2.61275], [3.60451, -4.06983, -1.95081], [3.69978, -4.52904, 1.94311], [3.00798, -3.15801, 2.13165], [3.96219, -2.06771, 2.29299], [3.72789, -0.93920, 3.05633], [2.63903, -0.78003, 3.62034], [4.82639, 0.11005, 3.14346], [5.59748, 0.22210, 2.13058], [4.20362, 1.27411, 3.25313], [5.43506, -0.21681, 4.21403], [4.12065, -4.68894, 0.95044], [2.93760, -5.29810, 2.06857], [4.56340, -4.64204, 2.59846], [2.36028, -3.08350, 3.00516], [2.29193, -3.01765, 1.32192], [-0.50328, 5.25628, -3.19459], [-1.33803, 5.23458, -1.89606], [-1.99723, 3.99698, -1.65994], [-1.73252, 3.19587, -0.60691], [-0.81848, 3.49492, 0.21132], [-2.76996, 2.08315, -0.37162], [-3.22208, 2.11526, 0.90152], [-3.77962, 2.13479, -1.25498], [-2.24758, 0.86578, -0.51333], [0.23511, 4.45629, -3.14087], [0.03102, 6.19916, -3.31122], [-1.11922, 5.20383, -4.09235], [-1.96740, 6.12441, -1.91041], [-0.65698, 5.51432, -1.09231], [-4.07367, -5.37001, -3.20313], [-3.72696, -4.68008, -2.16585], [-2.53560, -4.76050, -1.74010], [-4.51037, -3.89361, -1.59375], [-3.45608, -6.06117, -3.60434], [-5.06626, -5.41451, -3.38449], [-1.92443, -5.45758, -2.14093], [-2.29932, -4.20642, -0.92938], [-4.27070, -1.78114, -3.42285], [-5.03393, -0.69874, -3.17987], [-5.18094, -0.49114, -1.91280], [-5.52112, -0.02282, -4.06468], [-4.39126, -2.16512, -4.34920], [-3.72269, -2.25673, -2.72029], [-6.01864, 0.01724, -1.66802], [-4.80020, -1.14026, -1.23917]],
  "atomic_forces_ev_per_a": [[0.3, 0.6, 0.2], [-0.2, 1.1, 0.1], [0.9, -2.1, -1.0], [2.2, 3.3, -0.9], [-3.2, -2.7, 2.6], [-1.1, 1.8, 0.9], [0.7, 0.6, -1.3], [0.1, -0.7, 0.1], [0.6, -0.7, -0.3], [-0.3, 0.3, 0.1], [0.0, -0.3, -0.3], [-0.4, -0.1, 0.3], [0.0, -0.5, 0.1], [0.3, -0.7, -0.6], [-0.8, 0.8, 0.9], [0.7, -1.9, -0.3], [0.1, 1.3, 0.2], [3.4, 0.4, 1.9], [-4.4, -1.1, -2.2], [0.7, -0.8, 0.8], [-0.6, 0.3, -0.1], [0.5, -0.1, -0.6], [0.1, 0.4, 0.4], [-0.1, 0.2, -0.4], [0.0, 0.1, 0.0], [0.0, -0.3, 0.0], [0.3, 0.4, -0.5], [0.0, 0.1, -0.1], [-0.2, -1.4, 0.1], [1.4, 0.9, -1.1], [0.5, -1.5, 2.5], [-5.7, -0.8, -0.5], [4.3, 2.0, -1.9], [1.0, 0.6, -0.5], [0.2, -0.1, -0.2], [0.2, -1.0, 0.3], [-0.9, 0.2, 0.1], [-0.8, -0.1, 0.5], [0.5, -0.3, 0.7], [-0.5, 0.9, -0.6], [0.1, -0.1, 0.0], [-0.1, 0.5, 0.7], [1.2, 0.3, -0.2], [-0.9, 0.3, -2.6], [-0.3, -0.5, 2.3], [-1.4, -2.9, -1.2], [2.0, 3.1, 0.0], [0.0, -0.3, -0.6], [0.1, 1.4, -0.1], [-0.6, -0.5, 0.9], [0.6, -0.2, 0.5], [-0.9, 0.0, 0.3], [0.3, -0.1, 0.5], [-0.2, -0.2, -0.4], [0.0, -0.1, 0.2], [0.2, -0.5, 0.8], [0.3, 0.8, -0.6], [-1.1, -0.9, 2.0], [0.7, 0.1, -4.7], [-0.1, -0.3, 6.3], [0.4, 0.7, -1.5], [-0.2, -1.1, -1.2], [0.2, 0.4, 0.1], [0.4, 0.5, -0.3], [-0.4, 0.9, 0.7], [0.0, 0.2, 0.1], [-0.1, -0.5, -0.1], [-0.1, -0.1, 0.0], [-0.1, -0.2, 0.0], [0.3, -0.1, -0.6], [2.6, 1.4, 0.4], [-2.7, -1.1, -0.3], [2.1, -0.4, -1.0], [-4.1, 0.0, -1.2], [2.9, 0.1, 2.4], [0.0, -0.4, -0.8], [-0.5, 1.1, 0.9], [-0.1, 0.1, 0.4], [-0.1, -0.2, 0.1], [-0.1, -0.2, -0.1], [-0.5, 0.1, 0.0], [-0.2, -0.4, -0.3], [0.2, -0.1, -0.2], [0.6, 0.2, 0.0], [-2.2, 0.5, -1.3], [-1.2, -2.2, -0.9], [3.1, 0.1, -0.5], [-4.8, -3.0, -1.4], [1.4, 3.2, 3.2], [-1.1, -1.0, -1.4], [1.1, 0.6, 1.0], [0.5, 0.8, 0.4], [0.4, -0.1, 0.1], [0.9, -0.6, 0.3], [0.1, 0.5, 0.4], [-0.1, 0.4, 0.1], [1.0, -0.3, 0.1], [1.0, 0.9, -0.1], [0.1, 1.0, 0.0], [-0.3, 0.0, 0.9], [1.2, 1.4, -0.1], [-5.0, -2.9, -0.8], [2.8, 0.0, -1.1], [-3.1, -0.5, -0.8], [1.9, -0.4, -1.8], [-0.3, 1.1, 0.6], [2.4, 0.0, 2.6], [-0.2, 0.4, -0.2], [0.2, -0.1, 0.3], [-0.4, -0.2, 0.4], [0.2, -0.6, 0.3], [0.4, 0.7, -0.5], [-0.5, -0.4, 0.3], [2.1, 1.6, -0.1], [-1.1, -1.4, 0.2], [3.5, 4.2, 2.2], [-3.2, -2.1, -2.6], [-0.7, -0.9, -0.4], [0.0, 0.7, -0.8], [0.3, 0.6, 0.9], [0.7, -0.2, -0.1], [0.0, 0.0, -0.3], [0.0, 0.1, 0.5], [0.0, -0.5, 0.1], [-1.1, -0.7, 0.0], [0.0, -0.7, 0.3], [-1.3, -2.2, -3.1], [-3.8, 3.1, 2.1], [4.9, -1.0, 1.2], [-0.4, -0.3, -0.1], [-0.4, 0.1, 0.0], [0.3, -0.1, -0.2], [0.3, 0.4, 0.5], [0.4, -0.4, -0.2], [1.0, -0.7, -1.6], [0.8, -1.1, -2.8], [-1.0, 1.5, 4.4], [-0.7, 0.4, -0.5], [0.6, 0.0, 0.3], [-0.7, -0.1, -0.3], [0.4, 0.1, 0.3], [-0.4, 0.0, -0.5]],
  "mulliken_charge": [-0.404, -0.306, -0.181, 0.324, -0.566, 0.801, -0.234, -0.259, -0.235, -0.080, -0.110, 0.475, 0.230, 0.409, -0.481, -0.648, -0.233, 0.556, -0.607, 0.760, -0.252, -0.230, -0.242, 0.392, -0.005, 0.278, 0.365, 0.368, -1.075, 0.905, -0.313, 0.478, -0.586, 0.759, -0.224, -0.201, -0.258, 0.116, 0.322, 0.395, -0.563, 0.221, -0.197, -0.568, 0.041, 0.146, -0.547, 0.811, -0.261, -0.122, -0.248, -0.086, -0.176, 0.483, 0.372, 0.380, -0.494, 0.085, 0.601, -0.301, -0.741, 0.870, -0.090, 0.056, -0.194, -0.272, 0.505, -0.058, 0.400, -0.297, -0.131, -0.756, -0.280, 0.431, -0.561, 0.797, -0.249, -0.255, -0.224, -0.153, 0.429, 0.072, 0.310, 0.498, -0.995, -0.123, -0.225, 0.192, -0.535, 0.999, -0.218, -0.244, -0.254, 0.454, 0.303, 0.212, 0.231, 0.206, -1.316, 0.369, -0.321, 0.495, -0.580, 0.864, -0.230, -0.142, -0.244, 0.218, 0.397, 0.367, 0.346, -0.136, -1.325, -0.140, -0.204, 0.031, -0.490, 1.018, -0.056, -0.301, 0.012, 0.275, 0.443, 0.334, 0.385, 0.200, -0.429, 0.772, -0.111, -0.723, 0.158, 0.272, 0.126, 0.041, 0.142, 0.430, -0.054, -0.760, 0.190, -0.397, 0.234, -0.051],
  "gap_ev": 8.91,
  "smiles": "CCOC(=O)C(F)(F)F.CCOC(=O)C(F)(F)F.CCOC(=O)C(F)(F)F.CCOC(=O)C(F)(F)F.CCOC(=O)C(F)(F)F.CCOC(=O)C(F)(F)F.CCOC(=O)C(F)(F)F.CCOC(=O)C(F)(F)F.CCOC(=O)C(F)(F)F.NC(N)=O.NC(N)=O",
  "lumo_ev": -0.27
}



Entry 2:
{
  "formula": "C15H17NO3PmS",
  "method": "ωB97M-V/def2-TZVPD",
  "elements": ["C", "C", "C", "C", "C", "Pm", "C", "C", "C", "N", "H", "H", "H", "H", "H", "H", "H", "H", "H", "H", "C", "C", "C", "C", "C", "C", "C", "S", "O", "O", "O", "H", "H", "H", "H", "H", "H", "H"],
  "xyz": [[0.91075, -1.30241, -1.81858], [-0.49559, -1.23261, -2.08247], [-1.18496, -1.93213, -1.03989], [-0.19021, -2.42831, -0.11842], [1.10266, -2.04094, -0.61406], [-0.18459, -0.00814, 0.11558], [-1.59783, 1.69068, -0.93859], [-0.43920, 2.03943, -1.49147], [0.51840, 2.57322, -2.22740], [1.45809, 1.08208, 0.32755], [-2.27064, -2.02792, -0.92020], [-0.96542, -0.69351, -2.91421], [-0.39367, -2.96927, 0.80806], [2.05836, -2.21876, -0.10365], [1.69662, -0.82201, -2.41676], [-2.26198, 0.94294, -1.42129], [2.33212, 1.63318, 0.35614], [-1.93106, 2.09640, 0.03968], [0.28691, 3.37002, -2.94374], [1.56363, 2.24288, -2.16110], [-0.42234, 0.26408, 9.03729], [-0.60753, -0.09504, 7.59325], [-0.61305, -1.44191, 7.19124], [-0.75440, -1.78535, 5.83762], [-0.90430, -0.78535, 4.85256], [-0.90500, 0.54999, 5.26301], [-0.76211, 0.89352, 6.61521], [-0.95309, -1.19257, 3.02366], [0.24984, -2.00137, 2.82844], [-2.17518, -1.91802, 2.68033], [-0.83663, 0.10613, 2.27843], [-1.22273, -0.17399, 9.64152], [0.53614, -0.12175, 9.39808], [-0.43191, 1.34606, 9.18082], [-0.48990, -2.22750, 7.94285], [-0.73586, -2.83626, 5.55103], [-1.00238, 1.33960, 4.52736], [-0.75676, 1.94738, 6.90420]],
  "atomic_forces_ev_per_a": [[-0.3, -0.7, -0.3], [0.2, -0.8, -0.2], [0.6, -1.5, -0.6], [-0.2, -1.2, -1.6], [-0.5, -0.7, -0.5], [1.2, 2.0, 3.0], [-1.1, 0.6, -0.6], [0.5, 1.5, -0.7], [-0.1, -0.3, 0.2], [1.2, 1.3, -0.4], [0.5, 0.0, -0.1], [0.3, -0.3, 0.4], [0.1, 0.3, -0.5], [-0.6, 0.2, -0.3], [-0.5, -0.3, 0.4], [0.5, 0.6, 0.3], [-0.4, -0.4, -0.1], [0.3, -0.1, -0.7], [-0.1, -0.2, 0.2], [-0.7, 0.1, 0.1], [0.0, 0.0, 0.1], [-0.1, -0.1, -0.7], [-0.1, 0.3, -0.7], [-0.1, 0.2, -0.1], [0.0, 0.3, -0.2], [0.0, -0.2, 0.1], [0.0, -0.5, -0.1], [0.6, -0.9, 0.1], [-0.5, 0.6, 0.5], [0.4, 0.8, 0.8], [-1.0, -0.7, 2.6], [0.1, 0.1, 0.1], [-0.1, 0.0, 0.1], [0.0, -0.1, 0.0], [0.0, 0.2, -0.3], [0.0, 0.3, 0.0], [0.0, -0.1, -0.1], [0.0, -0.3, -0.1]],
  "mulliken_charge": [-0.300, -0.531, -0.622, -0.670, -0.489, 0.283, -0.710, 0.494, -0.811, -0.438, 0.354, 0.494, 0.931, 0.326, 0.317, 0.307, -0.032, 0.294, 0.276, 0.259, -1.341, 0.962, -0.733, -0.481, -0.179, -0.209, -0.675, 1.574, -0.642, -0.679, -0.614, 0.310, 0.306, 0.340, 0.315, 0.376, 0.394, 0.244],
  "charge": -1,
  "gap_ev": [5.97, 6.30],
  "e_above_lowest_kcal_mol": 23.1,
  "multiplicity": 5,
  "lumo_ev": [2.68, 2.68]
}



Entry 3:
{
  "formula": "C3H8N2O",
  "method": "ωB97M-V/def2-TZVPD",
  "elements": ["C", "N", "C", "H", "H", "H", "H", "H", "N", "C", "O", "H", "H", "H"],
  "xyz": [[4.64360, -2.49571, 0.34270], [3.97063, -2.30859, 1.38175], [2.60797, -1.92592, 1.52791], [5.70131, -2.50971, 0.45100], [4.28926, -2.31330, -0.68313], [2.55068, -1.40760, 2.61602], [1.85972, -2.71805, 1.73014], [2.22691, -1.21378, 0.80540], [-4.01853, 2.76900, -1.11422], [-5.28539, 2.89828, -1.47394], [-5.47237, 3.03850, -2.66175], [-3.60931, 2.58790, -0.24321], [-3.42529, 2.51850, -1.91595], [-6.03920, 3.08049, -0.76273]],
  "atomic_forces_ev_per_a": [[-1.0, 1.6, -0.6], [0.5, -0.8, 1.0], [-0.9, 1.1, 3.2], [0.9, -0.8, 0.1], [-0.3, -0.3, 0.0], [0.1, -0.7, -2.5], [0.7, -0.1, -0.7], [-0.1, 0.0, -0.4], [2.2, -0.9, -0.7], [0.7, 1.2, -2.0], [-1.5, -0.4, -0.8], [-0.1, -0.2, 1.5], [-0.4, 0.4, 0.6], [-1.0, -0.2, 1.4]],
  "mulliken_charge": [-0.241, -0.376, -0.656, 0.264, 0.226, 0.225, 0.258, 0.300, -0.344, 0.100, -0.566, 0.191, 0.243, 0.375],
  "gap_ev": 10.16,
  "e_above_lowest_kcal_mol": 61.7,
  "smiles": "C=NC.NC=O",
  "lumo_ev": 0.95
}



Number 1: F_max 6.268 eV/A, E -160547.04949 eV. Number 2: F_max 3.800 eV/A, E -50850.90061 eV. Number 3: F_max 3.464 eV/A, E -8266.65126 eV.